C33H65AlBr2Cl7FN4O10P2S2Si | ωB97M-V/def2-TZVPD

Results
HOMO level ... -10.427 eV
Charge ... +2
E_LUMO ... -9.35 eV

Each line ends with the Mulliken charge.
Element x y z (Å)
C (2.608359, 5.664359, 1.593055)  -0.9091
C (1.372206, 5.627255, 0.616242)  -0.9616
C (0.730471, 4.184762, 0.495556)  0.7820
C (0.928893, 3.515432, -0.890566)  -0.6020
C (2.419602, 3.794486, -1.360870)  -1.4691
C (0.428619, 2.072615, -1.200520)  -1.4959
C (-0.986972, 1.977749, -2.014589)  -0.7863
P (-0.334749, 2.041169, -3.775798)  -0.0859
O (0.484663, 0.610941, -4.123512)  -0.4190
Br (-1.996066, 1.959550, -5.320096)  -0.2327
C (-1.715027, 0.794591, -1.276375)  -0.0842
S (-2.097703, -0.356981, -2.710481)  -0.1298
S (-3.452725, 1.462472, -1.035551)  1.7311
C (-4.095393, 2.357718, -2.469003)  -0.8510
O (-3.586224, 2.395457, 0.078788)  -0.6248
O (-4.408992, 0.374456, -0.795750)  -0.7547
N (-1.008371, 0.207676, -0.034125)  1.1536
C (-1.707637, 0.105017, 1.290155)  -1.6542
C (-1.660237, 1.112495, 2.485457)  -0.0312
C (-0.746188, 0.612506, 3.717821)  -1.5304
C (-1.485472, 2.649852, 2.166514)  -1.0194
P (-1.038345, -1.622804, -0.510322)  0.5882
C (0.181591, -2.624961, 0.522708)  -1.1793
C (-2.628593, -2.466609, -0.057095)  -1.0298
C (0.416202, 0.791056, -0.229257)  0.8921
C (1.306102, 0.870435, 0.996173)  0.5064
C (2.740215, 1.439660, 0.845240)  -0.3648
O (3.604163, 0.563867, 1.596264)  -0.6229
Si (5.238979, 1.047951, 1.511526)  0.6476
C (5.935217, 1.158889, -0.241063)  -1.0585
C (6.295030, -0.192313, 2.458904)  -0.8658
C (5.428540, 2.729884, 2.379801)  -0.9571
O (0.818342, -0.179635, -1.293408)  -0.2048
C (2.048415, -0.587702, -1.320065)  0.7511
N (3.144166, -0.810196, -1.347187)  -0.6484
H (3.537617, 5.996729, 1.094054)  0.2529
H (2.419007, 6.426197, 2.376543)  0.3923
H (2.729754, 4.711790, 2.141018)  0.1147
H (1.578634, 6.092224, -0.361252)  0.4235
H (0.626399, 6.291859, 1.095950)  0.4420
H (-0.352218, 4.412533, 0.570032)  0.1870
H (1.083330, 3.628186, 1.373949)  -0.4635
H (0.351982, 4.168807, -1.587398)  0.6979
H (2.450950, 4.770244, -1.879255)  0.4986
H (3.125055, 3.843008, -0.515028)  0.2262
H (2.789108, 3.049638, -2.092644)  0.3464
H (1.160030, 1.801386, -1.993440)  0.3922
H (-1.428450, 2.965175, -1.757362)  1.2887
H (1.432304, 0.825513, -4.058433)  0.3243
H (-3.224812, -1.060821, -2.434960)  0.2998
H (-5.014989, 2.880251, -2.138897)  0.4435
H (-3.411752, 3.157578, -2.808320)  0.2558
H (-4.319732, 1.688580, -3.311855)  0.2898
H (-1.438383, -0.844229, 1.792153)  0.2948
H (-2.790144, -0.055937, 1.102461)  0.9340
H (-2.655440, 1.086696, 2.976510)  1.1577
H (-1.292904, 0.600581, 4.670638)  0.2197
H (-0.267186, -0.364385, 3.524617)  0.3047
H (0.088812, 1.336568, 3.842706)  0.3968
H (-1.364612, 2.666319, 1.063902)  -0.5076
H (-0.591855, 3.052690, 2.670404)  0.5685
H (-2.366574, 3.247746, 2.434171)  0.3957
H (0.482211, -2.112257, 1.459176)  0.2502
H (1.050801, -2.935292, -0.086237)  0.3488
H (-0.284810, -3.577109, 0.858607)  0.6154
H (-3.551546, -2.011867, -0.454959)  0.3919
H (-2.530623, -3.515755, -0.398837)  0.3699
H (-2.755028, -2.500972, 1.047023)  0.0660
H (0.879997, 1.521072, 1.785737)  -0.9413
H (1.400726, -0.120239, 1.488677)  0.6384
H (3.156608, 1.487959, -0.178006)  0.1685
H (2.883451, 2.444516, 1.296404)  -0.1507
H (5.553242, 2.046611, -0.789954)  0.2925
H (5.831758, 0.231607, -0.835044)  0.3065
H (7.030327, 1.328004, -0.137763)  0.3995
H (6.468752, -1.146243, 1.924343)  0.3060
H (7.297433, 0.252305, 2.647901)  0.1407
H (5.840953, -0.432968, 3.439868)  0.3073
H (6.443297, 2.800782, 2.805153)  0.4142
H (4.643409, 2.789003, 3.160052)  0.2861
H (5.254460, 3.516896, 1.618362)  0.2016
C (-2.361963, -3.354438, -6.485880)  -1.0859
C (-1.256907, -3.819922, -5.542080)  -0.2923
C (-1.745094, -4.833860, -4.492691)  0.3933
C (-2.801873, -4.217476, -3.660654)  0.3998
N (-3.631839, -3.743731, -3.011909)  -0.3286
H (-3.156583, -2.828451, -5.949686)  0.3221
H (-1.959478, -2.663034, -7.225363)  0.3909
H (-2.806922, -4.197785, -7.017067)  0.2048
H (-0.828239, -2.948908, -5.039051)  0.1334
H (-0.457706, -4.279846, -6.125338)  0.3738
H (-0.906241, -5.148084, -3.849557)  -0.0041
H (-2.151246, -5.727490, -4.975907)  0.0249
O (-2.578290, -1.720806, 3.376878)  -0.4968
H (-3.513477, -1.490061, 3.307669)  0.2906
H (-2.575713, -2.688362, 3.349141)  0.1768
C (2.590499, -5.630185, -3.248539)  -0.0599
Cl (1.497188, -4.287656, -2.903694)  0.0813
Cl (1.693715, -7.121415, -3.510760)  -0.0859
Cl (3.603428, -5.236418, -4.688019)  0.0965
H (3.246899, -5.769684, -2.395251)  0.3566
O (9.264053, 1.014879, 2.739767)  -0.6022
H (10.041273, 0.563176, 2.391200)  0.2750
H (9.627828, 1.739988, 3.261147)  0.2951
F (-4.342953, 4.216483, -0.027033)  -0.4817
Al (-4.433054, -5.750969, -2.745747)  0.5357
C (-4.657762, 2.469494, 5.497247)  -0.3613
C (-4.719649, 3.687188, 6.380955)  -0.4352
O (-3.341023, 3.978474, 6.609060)  -0.3625
C (-2.633839, 3.445228, 5.585833)  0.5042
O (-1.479494, 3.649006, 5.383119)  -0.4911
O (-3.414864, 2.639835, 4.809254)  -0.0678
H (-5.486459, 2.419637, 4.793135)  0.3331
H (-4.619932, 1.538477, 6.068167)  0.2799
H (-5.184213, 4.541988, 5.885368)  0.2682
H (-5.237126, 3.498816, 7.319376)  0.3304
Br (5.799391, -5.639571, -5.273930)  -0.0027
C (-0.702151, -4.681521, 5.947705)  -0.8175
C (-1.318266, -4.912476, 4.647727)  0.4833
N (-1.804745, -5.097147, 3.623799)  -0.4937
H (0.385442, -4.712851, 5.881893)  0.2766
H (-0.980015, -3.707058, 6.349913)  0.2793
H (-1.009935, -5.436407, 6.671275)  0.3174
C (-4.159105, -7.500094, -8.189273)  0.2913
Cl (-2.652446, -8.109887, -8.878404)  -0.0809
Cl (-4.765161, -6.161813, -9.169152)  -0.0741
Cl (-5.357460, -8.791845, -8.135038)  -0.0690
Cl (-3.848901, -6.915491, -6.528961)  -0.0878

Atoms 1-3, force components in eV/Å:
C -0.3501 0.7186 -0.1644
C 0.0917 -0.1432 0.8820
C -0.9125 1.5105 -0.4693

***

C33H65BrNO9 | ωB97M-V/def2-TZVPD

Results
2S+1 ... 2
HOMO level (spin up / spin down) ... -8.545 / -8.623 eV
E_LUMO (spin up / spin down) ... 0.46 / 0.22 eV

Each line ends with the Mulliken charge.
Element x y z (Å)
C (0.288326, -0.734380, -5.351842)  -1.0815
C (0.861607, -1.191676, -3.968159)  0.7603
C (1.333902, -0.285781, -2.953773)  -0.7916
C (1.835211, -0.735931, -1.660763)  0.1663
C (1.897237, -2.151472, -1.376136)  0.3676
C (2.439464, -2.819374, -0.077358)  -1.0473
C (2.905244, -1.839965, 1.055365)  0.8183
Br (4.445115, -0.684219, 0.513835)  -0.0088
C (1.699922, -1.019006, 1.655654)  -1.4401
C (1.824651, -0.648978, 3.176254)  1.4408
C (2.936003, 0.423656, 3.503291)  -1.4353
C (0.445183, 0.043149, 3.567834)  -1.5831
N (2.023277, -1.809209, 4.098970)  0.7285
O (1.035326, -2.019757, 4.902511)  -0.6538
C (2.478267, -3.034222, 3.406073)  1.2448
C (3.298444, -3.869358, 4.493315)  -1.5796
C (1.283883, -3.999804, 2.996037)  -1.4326
C (3.492971, -2.777694, 2.230567)  -1.5602
C (1.396990, -3.062149, -2.418782)  -0.7160
C (0.877667, -2.624449, -3.690796)  -0.6536
H (-0.806338, -0.993418, -5.409127)  0.0808
H (0.836001, -1.233844, -6.189726)  0.3238
H (0.351612, 0.378147, -5.425204)  0.2928
H (1.318661, 0.803026, -3.181184)  0.2606
H (2.164331, 0.004665, -0.907901)  0.1078
H (1.628496, -3.492529, 0.318463)  0.2989
H (3.288057, -3.491861, -0.358688)  0.6038
H (1.666544, -0.038016, 1.103593)  0.4784
H (0.703539, -1.497277, 1.442359)  0.3076
H (2.886302, 1.321007, 2.827609)  0.1289
H (3.965357, -0.002514, 3.586028)  0.2815
H (2.686511, 0.824747, 4.527021)  0.4067
H (-0.433219, -0.617002, 3.345893)  0.4277
H (0.446140, 0.455639, 4.599928)  0.3606
H (0.332469, 0.923262, 2.867093)  0.3315
H (2.616323, -4.233024, 5.295746)  0.3899
H (3.700703, -4.782092, 3.968639)  0.3688
H (4.179943, -3.298582, 4.884046)  0.3506
H (0.636513, -3.501891, 2.233065)  0.3005
H (1.677029, -4.964545, 2.569263)  0.3192
H (0.639977, -4.270328, 3.864137)  0.3786
H (3.827994, -3.745387, 1.774973)  0.5164
H (4.365696, -2.223250, 2.664221)  0.5064
H (1.429167, -4.162622, -2.227634)  0.2986
H (0.517870, -3.374603, -4.436219)  0.3285
C (-4.570636, -0.684400, -5.715210)  -0.6706
O (-3.799850, -1.875309, -5.751895)  -0.3935
C (-3.895027, -2.627031, -4.546508)  -0.2893
C (-4.874565, -3.781130, -4.685399)  -0.6412
O (-6.207007, -3.318558, -4.875441)  -0.1922
C (-6.605513, -3.348360, -6.239128)  -0.8277
H (-4.685759, -0.321946, -6.737369)  0.2778
H (-5.567237, -0.856328, -5.297618)  0.2427
H (-4.055079, 0.079612, -5.126319)  0.3120
H (-4.172485, -1.977892, -3.709809)  0.2396
H (-2.898766, -3.031996, -4.342918)  0.3282
H (-4.866657, -4.358740, -3.755450)  0.3523
H (-4.577682, -4.452070, -5.497820)  0.3969
H (-6.862246, -4.373521, -6.522441)  0.2860
H (-5.826442, -2.968195, -6.903946)  0.3507
H (-7.495574, -2.726938, -6.343912)  0.2436
C (-7.685954, 0.272607, -1.203939)  -0.7265
O (-8.347510, -0.850985, -1.760815)  -0.4629
C (-7.443670, -1.810805, -2.302510)  -0.0811
C (-7.224171, -2.970102, -1.345079)  -0.5023
O (-6.564509, -2.552051, -0.154679)  -0.3959
C (-7.462494, -2.357394, 0.928104)  -0.7615
H (-8.394489, 0.803870, -0.567096)  0.2596
H (-6.827861, -0.021082, -0.592145)  0.3204
H (-7.353473, 0.946157, -1.999312)  0.3128
H (-6.492883, -1.337120, -2.567081)  0.2698
H (-7.895802, -2.193121, -3.220625)  0.2078
H (-6.572352, -3.703502, -1.829764)  0.3261
H (-8.170493, -3.467717, -1.109609)  0.3129
H (-7.736701, -3.327186, 1.354712)  0.3216
H (-8.365100, -1.822404, 0.623212)  0.3359
H (-6.947146, -1.775678, 1.693089)  0.2454
C (2.259404, 6.163237, -2.948513)  -0.6409
O (2.721174, 5.973705, -1.620510)  -0.3746
C (1.830922, 5.190519, -0.834165)  -0.7244
C (2.299352, 3.747799, -0.732012)  -0.2551
O (2.263609, 3.092966, -1.994320)  -0.2108
C (3.541297, 3.037523, -2.615889)  -0.8619
H (3.098702, 6.505696, -3.554817)  0.2464
H (1.877547, 5.235160, -3.383814)  0.2256
H (1.475557, 6.925573, -2.969225)  0.3313
H (0.814558, 5.242790, -1.237211)  0.3561
H (1.819548, 5.629869, 0.168185)  0.3700
H (1.614925, 3.204798, -0.071655)  0.1760
H (3.301355, 3.691155, -0.294310)  0.3947
H (4.136493, 2.242155, -2.156925)  0.2395
H (4.076852, 3.986784, -2.540907)  0.4603
H (3.393817, 2.795616, -3.669007)  0.2616
C (5.027990, 5.436658, 7.554410)  -0.6802
O (5.499219, 5.827777, 6.274599)  -0.3781
C (6.193746, 4.784405, 5.600667)  -0.5686
C (5.307343, 4.096152, 4.575141)  -0.4577
O (4.226567, 3.407438, 5.192728)  -0.2900
C (3.014327, 4.146024, 5.146716)  -0.8607
H (4.277927, 6.159961, 7.876346)  0.2463
H (4.563258, 4.446660, 7.532855)  0.2776
H (5.850681, 5.437888, 8.274934)  0.3267
H (6.592294, 4.061342, 6.319288)  0.3313
H (7.039594, 5.246689, 5.082583)  0.3760
H (5.903378, 3.345233, 4.046738)  0.3550
H (4.937864, 4.811879, 3.833521)  0.3490
H (2.572079, 4.061075, 4.148761)  0.2452
H (3.164484, 5.199849, 5.392775)  0.4951
H (2.324897, 3.707857, 5.869263)  0.2495

Atoms 1-3, force components in eV/Å:
C -0.0583 0.1528 1.0433
C 0.0825 -0.9874 0.6346
C -0.0284 -1.1634 0.0708

***

no.,largest force on an atom (eV/A),E_tot (Ha)
1,5.345,-12747.03630
2,3.309,-4602.02040